ORCA calculation (ωB97M-V with the def2-TZVPD basis set) on a structure of composition C21H25N8O5S2Se2Tl in a non-equilibrium geometry.

Geometry (Å):
Tl: -0.1200 -0.4010 -0.2903
O: -1.6985 -2.8279 3.2693
C: -1.2851 -1.9675 2.4833
O: -1.3835 -1.9394 1.2267
C: -0.5996 -0.7406 3.1122
C: -0.4380 -0.6601 4.4906
C: 0.1323 0.4780 5.0294
C: 0.4868 1.5165 4.1790
C: 0.2808 1.3550 2.8181
N: -0.2245 0.2389 2.2985
H: -0.7712 -1.4984 5.0854
H: 0.2885 0.5663 6.0988
H: 0.9182 2.4378 4.5478
H: 0.5078 2.1439 2.1104
O: -4.4771 -1.6475 -0.2436
C: -3.8948 -0.3634 -0.0300
C: -3.7438 0.4587 -1.3177
C: -5.1443 0.6990 -1.9042
O: -5.8050 -0.4872 -2.3098
C: -2.8453 -0.1678 -2.4110
Se: -1.7524 -1.7494 -1.9688
C: -3.1867 1.8352 -0.8996
Se: -1.2402 2.0275 -0.5057
H: -3.7207 -2.2255 -0.4587
H: -2.9365 -0.4781 0.4742
H: -4.5667 0.1782 0.6465
H: -5.0623 1.3424 -2.7890
H: -5.7511 1.2400 -1.1586
H: -5.5247 -1.1700 -1.6719
H: -2.1328 0.5889 -2.7375
H: -3.4543 -0.4504 -3.2708
H: -3.7273 2.1845 -0.0175
H: -3.3693 2.5517 -1.7046
C: -0.8537 1.3940 -4.9300
C: 0.5347 0.9992 -4.5299
C: 1.6477 1.2618 -5.3301
C: 2.8713 0.8785 -4.8104
N: 3.0102 0.2872 -3.6334
C: 1.8791 0.0407 -2.9531
S: 2.0935 -0.8395 -1.4584
N: 0.6601 0.3859 -3.3609
H: -0.9030 1.6968 -5.9773
H: -1.1876 2.2248 -4.3056
H: -1.5340 0.5635 -4.7449
H: 1.5646 1.7486 -6.2925
H: 3.7889 1.0673 -5.3636
O: 1.7306 1.8954 0.2221
N: 2.7832 1.5509 0.7461
C: 3.5456 2.4663 1.3701
C: 3.1986 3.8339 1.4880
N: 2.9236 4.9480 1.6116
C: 4.7403 1.9767 1.9351
N: 5.7142 1.5436 2.3820
C: 3.3136 -4.5600 2.9069
N: 3.8955 -3.3007 2.5006
C: 3.1645 -2.3208 1.8831
N: 3.7857 -1.1541 1.7549
S: 1.5919 -2.5905 1.3790
H: 4.1204 -5.2579 3.1382
H: 2.7182 -4.9587 2.0895
H: 2.6574 -4.4563 3.7767
H: 4.7107 -2.9958 3.0053
H: 4.7470 -1.0311 2.0295
H: 3.3284 -0.3659 1.2904

## Properties
* total charge: -2
* calculated total energy: -201399.3955 eV
* LUMO level: 4.33 eV
* gap between HOMO and LUMO: 6.73 eV
* HOMO: -2.4 eV

Atom charges from the Mulliken analysis, given in e for atoms 1 to 2: atom 1 (Tl): 0.83, atom 2 (O): -0.82